# 1
A cluster of 2 separate species, C3H11O in total, computed with the ωB97M-V functional and the def2-TZVPD basis.

Its total energy is -195.80601 Eh. For the highest occupied orbital energy, the calculation gives -15.55 eV.

Geometry as ORCA input:
```
! wB97M-V def2-TZVPD RIJCOSX def2/J DEFGRID3
* xyz 1 1
O -2.27 0.26 -0.18
C 0.95 0.58 -1.09
C 0.39 -0.77 1.05
C 1.40 0.10 0.30
H 2.32 -0.48 0.24
H -2.90 0.06 -0.91
H 0.62 -0.22 -1.76
H 0.72 -1.47 1.81
H 0.05 1.18 -0.98
H 1.75 1.12 -1.57
H -1.38 -0.20 -0.18
H -0.44 -0.19 1.49
H 1.65 1.02 0.83
H -2.77 0.51 0.62
H -0.07 -1.50 0.34
*
```



# 2
A cluster of 2 separate species, C3H11O in total, computed with the ωB97M-V functional and the def2-TZVPD basis.

Its total energy is -195.77708 Eh. For the highest occupied orbital energy, the calculation gives -14.81 eV.

Geometry as ORCA input:
```
! wB97M-V def2-TZVPD RIJCOSX def2/J DEFGRID3
* xyz 1 1
O 2.63 1.85 0.34
C -1.74 -1.71 -0.10
C 0.13 0.07 -0.05
C -1.41 -0.13 -0.30
H -1.31 -2.31 -0.91
H 0.16 0.04 1.02
H 0.46 0.94 -0.64
H 2.78 2.66 -0.17
H -1.23 -2.09 0.77
H 0.70 -0.83 -0.27
H -1.99 0.52 0.44
H -1.77 0.13 -1.33
H -2.86 -1.97 0.13
H 2.19 0.98 0.05
H 3.25 1.83 1.01
*
```



# 3
A cluster of 3 separate species, C3H11O2S in total, computed with the ωB97M-V functional and the def2-TZVPD basis.

Its total energy is -669.55088 Eh. For the highest occupied orbital energy, the calculation gives -2.70 eV.

Geometry as ORCA input:
```
! wB97M-V def2-TZVPD RIJCOSX def2/J DEFGRID3
* xyz -1 1
S -1.67 1.74 0.57
O -1.20 -2.96 0.41
O -2.35 -0.71 -1.46
C 1.07 1.30 -0.31
C 0.12 1.22 0.89
C 2.01 0.10 -0.06
H 0.61 1.76 1.71
H -2.80 -0.88 -0.63
H -1.67 -2.42 1.15
H 0.01 0.19 1.31
H 2.83 0.58 0.42
H 1.66 2.08 -0.42
H 1.86 -0.75 0.58
H -2.43 0.27 -1.41
H 0.61 1.19 -1.39
H 2.20 -0.35 -1.09
H -0.87 -2.37 -0.25
*
```



# 4
A cluster of 3 separate species, C3H11O3 in total, computed with the ωB97M-V functional and the def2-TZVPD basis.

Its total energy is -346.61360 Eh. For the highest occupied orbital energy, the calculation gives -3.86 eV.

Geometry as ORCA input:
```
! wB97M-V def2-TZVPD RIJCOSX def2/J DEFGRID3
* xyz -1 1
O 2.84 -0.63 0.54
O 0.91 0.86 -0.25
O 0.26 3.20 -0.08
C -0.52 0.46 0.02
C -1.81 -1.75 0.08
C -0.46 -1.11 -0.04
H -0.94 0.75 1.01
H -1.15 0.89 -0.78
H -2.47 -1.35 0.82
H 2.14 0.03 0.26
H -1.72 -2.85 0.20
H 0.85 2.27 -0.22
H 3.67 -0.14 0.38
H 0.47 3.71 -0.84
H 0.16 -1.34 0.72
H 0.00 -1.35 -0.91
H -2.22 -1.68 -0.92
*
```



# 5
A cluster of 3 separate species, C3H11O3 in total, computed with the ωB97M-V functional and the def2-TZVPD basis.

Its total energy is -346.64547 Eh. For the highest occupied orbital energy, the calculation gives -3.85 eV.

Geometry as ORCA input:
```
! wB97M-V def2-TZVPD RIJCOSX def2/J DEFGRID3
* xyz -1 1
O -2.00 -1.42 -2.30
O -1.15 0.26 -0.50
O -0.71 2.81 -0.51
C 0.08 -0.32 -0.32
C 1.94 -0.74 1.41
C 0.59 -0.12 1.16
H 2.75 -0.36 0.77
H -1.75 -0.63 -1.71
H 0.12 -1.42 -0.43
H -2.88 -1.20 -2.62
H 1.89 -1.78 1.18
H 0.54 0.98 1.26
H -1.45 3.14 0.00
H 2.31 -0.55 2.41
H -0.22 -0.55 1.74
H -0.90 1.79 -0.52
H 0.82 0.09 -1.01
*
```



# 6
A cluster of 3 separate species, C3H11O3S in total, computed with the ωB97M-V functional and the def2-TZVPD basis.

Its total energy is -744.81500 Eh. For the highest occupied orbital energy, the calculation gives -3.96 eV.

Geometry as ORCA input:
```
! wB97M-V def2-TZVPD RIJCOSX def2/J DEFGRID3
* xyz -1 1
S 0.75 0.70 -2.59
O -3.02 -1.32 0.21
O -0.57 -0.48 0.88
O 1.11 -1.80 2.99
C 0.59 1.58 0.15
C 1.23 0.57 -0.81
C -0.36 0.80 1.23
H 0.26 -1.33 3.10
H -0.06 2.27 -0.46
H -1.30 1.37 1.19
H -2.13 -1.22 0.66
H 1.03 -0.43 -0.45
H 2.31 0.74 -0.70
H 1.40 2.16 0.66
H -2.69 -0.85 -0.57
H 1.13 -1.72 2.02
H -0.17 -0.27 -2.44
H 0.26 0.88 2.19
*
```



# 7
A structure of composition C3H11O3S, computed with the ωB97M-V functional and the def2-TZVPD basis.

Its total energy is -744.72273 Eh. For the highest occupied orbital energy, the calculation gives -4.32 eV.

Geometry as ORCA input:
```
! wB97M-V def2-TZVPD RIJCOSX def2/J DEFGRID3
* xyz -1 1
S 1.93 -0.22 -2.37
O -0.54 0.37 1.38
O -0.60 -1.41 3.00
O 1.91 1.45 0.32
C -0.68 0.18 -0.97
C 0.56 -0.74 -1.18
C -1.45 0.12 0.33
H -0.33 1.24 -1.14
H 1.13 1.07 0.77
H -1.43 0.10 -1.78
H 2.06 0.91 -0.49
H -2.26 0.86 0.27
H 0.62 1.42 -2.58
H -0.57 -0.59 2.27
H 0.25 -1.40 3.45
H 1.08 -0.77 -0.22
H 0.31 -1.74 -1.52
H -1.98 -0.86 0.46
*
```



# 8
A structure of composition C3H12AlO7P, computed with the ωB97M-V functional and the def2-TZVPD basis.

Its total energy is -1231.71443 Eh. For the highest occupied orbital energy, the calculation gives -8.17 eV.

Geometry as ORCA input:
```
! wB97M-V def2-TZVPD RIJCOSX def2/J DEFGRID3
* xyz 0 1
P -0.57 2.63 -5.18
Al -1.75 2.21 0.22
O -0.05 3.59 -4.08
O -1.93 2.28 -4.55
O -4.60 -1.75 1.92
O 3.36 1.53 -1.02
O 1.10 -1.40 2.63
O 0.33 1.38 -5.28
O -0.72 3.51 -6.44
C -5.57 -2.48 1.24
C 1.98 -1.19 3.72
C 4.61 1.10 -0.48
H 4.55 0.02 -0.34
H 2.92 -1.69 3.48
H 1.17 -2.31 2.33
H 5.33 1.32 -1.27
H -5.27 -2.63 0.21
H -5.67 -3.50 1.63
H 3.37 1.37 -1.96
H 4.73 1.65 0.45
H -4.70 -1.95 2.85
H 1.77 -1.54 4.72
H -6.55 -2.01 1.38
H 2.17 -0.12 3.82
*
```



# 9
The molecule C3H12B3N3, computed with the ωB97M-V functional and the def2-TZVPD basis.

Its total energy is -360.54610 Eh. For the highest occupied orbital energy, the calculation gives -9.77 eV.

Geometry as ORCA input:
```
! wB97M-V def2-TZVPD RIJCOSX def2/J DEFGRID3
* xyz 0 1
N 0.05 -1.38 -0.22
N 1.16 0.71 0.10
N -1.32 0.72 -0.43
C 2.54 -1.48 0.32
C 0.06 2.91 -0.22
C -2.52 -1.49 0.22
B -1.21 -0.66 -0.16
B 0.03 1.35 -0.36
B 1.25 -0.65 -0.07
H -0.12 -2.43 -0.41
H -1.96 1.48 -0.51
H -3.23 -0.97 -0.39
H 2.03 1.10 0.41
H -2.59 -2.59 0.09
H 2.39 -1.98 1.27
H 0.65 3.19 -1.06
H -1.02 3.09 -0.48
H 3.43 -0.86 0.42
H 2.64 -2.20 -0.46
H 0.46 3.42 0.67
H -2.70 -1.28 1.28
*
```



# 10
A structure of composition C3H12ClMgO3, computed with the ωB97M-V functional and the def2-TZVPD basis.

Its total energy is -1007.16126 Eh. For the highest occupied orbital energy, the calculation gives -11.76 eV.

Geometry as ORCA input:
```
! wB97M-V def2-TZVPD RIJCOSX def2/J DEFGRID3
* xyz 1 1
Cl -24.94 -31.53 -18.66
Mg -24.88 -29.78 -20.17
O -24.48 -33.79 -14.57
O -26.90 -34.18 -19.10
O -22.83 -31.76 -16.06
C -21.58 -31.30 -16.55
C -25.53 -33.87 -15.51
C -26.31 -35.27 -19.79
H -23.77 -33.23 -14.93
H -21.14 -31.97 -17.29
H -26.26 -33.46 -19.08
H -25.45 -34.79 -16.10
H -25.51 -33.05 -16.24
H -26.49 -33.90 -15.00
H -21.71 -30.31 -17.01
H -23.46 -31.76 -16.78
H -25.78 -34.96 -20.70
H -20.90 -31.12 -15.73
H -27.09 -35.99 -20.04
H -25.59 -35.83 -19.18
*
```



# 11
A structure of composition C3H12EuInSi, computed with the ωB97M-V functional and the def2-TZVPD basis.

Its expectation value of S² is 15.76. Its total energy is -1311.07749 Eh. For the highest occupied orbital energy (alpha / beta), the calculation gives -11.02 / -11.03 eV.

Geometry as ORCA input:
```
! wB97M-V def2-TZVPD RIJCOSX def2/J DEFGRID3
* xyz 1 8
Eu -2.83 -2.53 -1.95
In -2.08 -0.42 0.43
Si 0.39 0.27 0.14
C 1.36 -0.33 1.62
C 0.47 2.12 -0.07
C 1.08 -0.61 -1.40
H 1.02 0.00 -2.30
H 2.12 -0.91 -1.25
H 0.52 -1.55 -1.55
H -3.16 0.60 1.28
H 0.80 -0.28 2.55
H 1.47 2.46 -0.34
H -2.18 -2.15 0.93
H -0.22 2.46 -0.85
H 2.28 0.24 1.73
H 1.64 -1.37 1.45
H -2.85 -0.62 -1.26
H 0.18 2.63 0.85
*
```



# 12
The ion C3H12IN6 with charge +1, computed with the ωB97M-V functional and the def2-TZVPD basis.

Its total energy is -747.34782 Eh. For the highest occupied orbital energy, the calculation gives -12.20 eV.

Geometry as ORCA input:
```
! wB97M-V def2-TZVPD RIJCOSX def2/J DEFGRID3
* xyz 1 1
I 2.54 -0.36 -0.61
N 0.08 -2.65 0.87
N 1.08 2.77 -0.57
N 0.61 2.44 0.66
N 1.01 -0.47 1.03
N -0.71 0.79 -0.24
N -0.07 -1.23 0.78
C -1.07 -0.63 -0.16
C -1.17 -1.32 -1.41
C -0.20 1.36 0.84
H -0.31 -3.09 0.08
H -0.32 -2.99 1.70
H -1.57 -2.42 -1.29
H -0.66 1.05 1.81
H -1.93 -0.77 0.45
H 0.98 2.96 1.47
H -0.27 -1.46 -2.08
H -0.25 1.33 -1.09
H 0.68 3.63 -0.95
H 1.42 -0.98 1.77
H -1.85 -0.81 -2.19
H 1.98 2.87 -0.85
*
```



# 13
A cluster of 4 separate species, C3H12IN6O3 in total, computed with the ωB97M-V functional and the def2-TZVPD basis.

Its total energy is -973.67141 Eh. For the highest occupied orbital energy, the calculation gives -5.01 eV.

Geometry as ORCA input:
```
! wB97M-V def2-TZVPD RIJCOSX def2/J DEFGRID3
* xyz -1 1
I 2.77 -0.27 0.14
O -0.91 -3.19 3.14
O 0.04 2.57 2.72
O -0.32 0.49 -4.43
N 1.58 -0.45 -3.74
N -0.48 -2.78 1.01
N -0.35 1.99 0.52
N -0.05 -0.17 -2.33
N -1.81 3.22 1.56
N 0.60 -1.70 2.59
C -0.28 -2.60 2.31
C -0.63 2.60 1.67
C 0.42 0.10 -3.53
H -2.30 3.08 0.69
H 0.75 -1.45 3.56
H -0.84 2.08 -0.36
H 0.10 -2.46 0.25
H -1.15 -3.51 0.84
H -2.12 3.74 2.36
H 1.05 -1.19 1.85
H 0.45 1.39 0.69
H 0.52 -0.33 -1.51
H 1.85 -0.11 -4.65
H -1.05 -0.13 -2.29
H 2.16 -0.93 -3.06
*
```